Model 1:
{
  "formula": "C4H7N2O",
  "method": "ωB97M-V with the def2-TZVPD basis set",
  "species": ["O", "N", "N", "C", "C", "C", "C", "H", "H", "H", "H", "H", "H", "H"],
  "coordinates": [[1.32, 0.50, 1.26], [-1.39, -0.77, -0.01], [-1.88, -1.69, 0.36], [-0.73, 0.31, -0.32], [1.06, -0.20, 0.37], [1.67, -1.26, -0.39], [-1.21, 1.59, 0.33], [2.59, -0.85, -0.82], [-2.05, 1.40, 0.99], [1.06, -1.69, -1.17], [-0.50, 0.37, -1.38], [-1.52, 2.29, -0.44], [-0.41, 2.04, 0.91], [1.99, -2.03, 0.31]],
  "gap_ev": [7.0, 9.7],
  "charge": 1,
  "molar_mass_g_mol": 99.1,
  "spin_multiplicity": 3,
  "lumo_energy_ev": [-4.27, -8.43]
}

Model 2:
{
  "formula": "C4H7N2O",
  "method": "ωB97M-V with the def2-TZVPD basis set",
  "species": ["O", "N", "N", "C", "C", "C", "C", "H", "H", "H", "H", "H", "H", "H"],
  "coordinates": [[1.17, -1.12, -0.16], [2.33, -1.06, -0.34], [-1.07, -0.32, 0.27], [-0.40, 2.06, -0.10], [-1.91, -1.40, 0.28], [-0.57, 0.70, 0.11], [3.40, -0.64, -0.44], [-2.98, -1.09, 0.21], [4.46, -0.46, -0.47], [-1.31, 2.63, 0.04], [-1.84, -1.93, 1.30], [0.25, 2.17, -0.90], [0.03, 2.59, 0.70], [-1.57, -2.13, -0.50]],
  "gap_ev": [5.4, 8.0],
  "charge": 1,
  "molar_mass_g_mol": 99.1,
  "spin_multiplicity": 3,
  "lumo_energy_ev": [-3.89, -6.38]
}

Preferred: model 1; penalty for the next structure: 79.3 kcal/mol.

Model 1:
{
  "formula": "C5H4NO4",
  "method": "ωB97M-V with the def2-TZVPD basis set",
  "species": ["O", "O", "O", "O", "N", "C", "C", "C", "C", "C", "H", "H", "H", "H"],
  "coordinates": [[-0.19, 1.98, -2.34], [0.73, -2.62, -1.99], [-2.42, 2.26, -2.30], [2.31, -1.11, -1.94], [0.19, -0.42, -1.93], [1.18, -1.51, -1.91], [0.59, 0.94, -1.66], [-1.43, 1.76, -1.86], [-0.33, 0.21, -0.79], [-0.21, -0.38, 0.56], [-0.83, -1.40, 0.63], [-0.69, 0.32, 1.25], [1.63, 1.28, -1.51], [0.78, -0.53, 0.82]],
  "gap_ev": [7.8, 7.8],
  "charge": -1,
  "molar_mass_g_mol": 142.1,
  "lumo_energy_ev": [3.64, 3.64]
}

Model 2:
{
  "formula": "C5H4NO4",
  "method": "ωB97M-V with the def2-TZVPD basis set",
  "species": ["O", "O", "O", "O", "N", "C", "C", "C", "C", "C", "H", "H", "H", "H"],
  "coordinates": [[-3.00, -0.85, 1.08], [-3.05, -0.33, -1.15], [1.06, 2.42, 0.27], [-1.07, 1.70, 0.03], [-0.57, -0.92, 0.08], [2.07, -0.42, 0.53], [-0.05, -0.50, -0.99], [-2.94, -0.51, -0.02], [0.16, 1.56, 0.26], [0.64, 0.07, 0.09], [1.86, -1.48, 0.96], [2.76, -0.42, -0.39], [2.37, 0.41, 1.25], [-0.22, -0.73, -2.01]],
  "gap_ev": 8.1,
  "charge": -1,
  "molar_mass_g_mol": 142.1,
  "lumo_energy_ev": 3.67
}

Preferred: model 2; penalty for the next structure: 40.2 kcal/mol.

Model 1:
{
  "formula": "C26H74O11",
  "method": "ωB97M-V with the def2-TZVPD basis set",
  "species": ["O", "O", "O", "O", "O", "O", "O", "O", "O", "O", "O", "C", "C", "C", "C", "C", "C", "C", "C", "C", "C", "C", "C", "C", "C", "C", "C", "C", "C", "C", "C", "C", "C", "C", "C", "C", "C", "H", "H", "H", "H", "H", "H", "H", "H", "H", "H", "H", "H", "H", "H", "H", "H", "H", "H", "H", "H", "H", "H", "H", "H", "H", "H", "H", "H", "H", "H", "H", "H", "H", "H", "H", "H", "H", "H", "H", "H", "H", "H", "H", "H", "H", "H", "H", "H", "H", "H", "H", "H", "H", "H", "H", "H", "H", "H", "H", "H", "H", "H", "H", "H", "H", "H", "H", "H", "H", "H", "H", "H", "H", "H"],
  "coordinates": [[1.47, -4.09, 2.17], [2.65, 2.32, 0.78], [-1.37, 0.82, -0.50], [-1.94, -1.17, -2.63], [-3.26, 2.20, 3.23], [-1.70, 4.37, 2.64], [2.57, -3.04, -0.76], [3.19, 1.71, -5.13], [-0.85, 3.57, -1.68], [-3.57, 0.74, 1.00], [0.68, -3.09, -3.10], [3.95, -2.98, -1.06], [-4.44, 1.17, 5.20], [-4.09, 2.45, 4.42], [-5.65, -0.18, 1.55], [-0.39, 0.62, 1.61], [4.84, 1.39, 1.74], [0.88, -3.21, 3.11], [-4.21, -0.51, 1.38], [0.35, 5.62, 2.91], [-2.66, 4.72, -0.55], [-3.21, -2.13, -4.42], [3.39, 1.12, 1.22], [1.96, -2.22, 3.59], [4.48, -4.28, -1.68], [0.05, -4.32, -3.35], [1.10, -5.39, -3.54], [3.74, 1.12, -2.82], [4.70, -2.60, 0.34], [-1.19, 4.12, -0.45], [0.78, -0.17, -0.41], [2.71, 1.23, -3.94], [2.26, -0.22, -4.21], [-3.94, -1.49, 0.21], [-3.23, -1.11, -3.30], [-0.56, -0.05, 0.26], [-0.39, 4.29, 3.17], [5.77, -2.40, 0.24], [-3.53, -0.14, -3.73], [1.32, 5.51, 3.42], [2.85, -2.69, 4.02], [-1.81, -0.34, -2.10], [-0.49, -4.30, -4.31], [5.52, -4.11, -1.94], [0.84, -0.58, -1.40], [-3.41, 3.92, -0.61], [2.12, -3.05, -1.57], [4.08, -2.06, -1.66], [-3.23, -3.16, -4.22], [0.09, 1.61, 1.40], [1.60, -5.61, -2.60], [-2.89, 5.47, 0.22], [0.17, 3.46, 2.67], [2.42, -1.70, 2.71], [-6.04, 0.58, 2.21], [-2.34, -1.88, -5.04], [4.43, -5.06, -0.98], [1.39, -0.84, 0.18], [3.50, 0.37, 0.47], [-4.14, -0.90, -0.71], [-2.77, 2.98, 3.04], [-6.17, -1.12, 1.70], [5.38, 0.46, 1.89], [-5.00, 2.99, 4.08], [-0.67, -4.56, -2.51], [1.18, 0.84, -0.46], [-0.98, -1.11, 0.28], [0.02, -2.49, -2.75], [3.29, 2.66, -5.19], [0.00, -2.63, 2.72], [0.56, -6.27, -3.87], [2.66, 0.78, 1.95], [-2.66, 5.37, -1.44], [0.45, 5.75, 1.86], [-2.25, 0.85, -0.05], [0.55, -3.84, 4.01], [1.75, -4.99, -4.29], [0.39, 0.08, 2.09], [4.25, 2.02, -2.80], [1.32, -0.28, -4.75], [5.39, 2.00, 1.01], [-3.72, -0.90, 2.31], [-5.97, 0.06, 0.58], [-3.56, 0.70, 5.59], [3.40, 1.11, -1.77], [-3.50, 3.13, 5.10], [3.83, -4.50, -2.51], [4.64, -3.46, 0.99], [-0.51, 4.10, 4.22], [-0.73, 2.63, -1.57], [2.16, -0.72, -3.26], [1.27, -3.85, 1.26], [-0.52, 4.97, -0.26], [-5.10, 1.47, 6.02], [4.14, -1.73, 0.80], [-4.69, -2.27, 0.24], [4.42, 0.37, -3.07], [1.59, -1.54, 4.36], [-4.06, -1.89, -5.11], [1.95, 1.88, -3.52], [-0.21, 6.45, 3.34], [-2.90, -1.69, 0.22], [-0.95, 3.46, 0.41], [4.79, 1.89, 2.68], [2.73, 2.44, -0.17], [-5.04, 0.48, 4.60], [3.11, -0.75, -4.70], [-4.07, -1.34, -2.71], [-3.56, 1.31, 1.77], [-1.67, 4.67, 1.72], [-1.29, 0.63, 2.24]],
  "smiles": "CC(C)O.CC(C)O.CC(C)O.CC(C)O.CCO.CCO.CCO.CCO.CCO.CCO.CCO",
  "gap_ev": 10.6,
  "molar_mass_g_mol": 562.9,
  "lumo_energy_ev": 0.70
}

Model 2:
{
  "formula": "C26H74O11",
  "method": "ωB97M-V with the def2-TZVPD basis set",
  "species": ["O", "O", "O", "O", "O", "O", "O", "O", "O", "O", "O", "C", "C", "C", "C", "C", "C", "C", "C", "C", "C", "C", "C", "C", "C", "C", "C", "C", "C", "C", "C", "C", "C", "C", "C", "C", "C", "H", "H", "H", "H", "H", "H", "H", "H", "H", "H", "H", "H", "H", "H", "H", "H", "H", "H", "H", "H", "H", "H", "H", "H", "H", "H", "H", "H", "H", "H", "H", "H", "H", "H", "H", "H", "H", "H", "H", "H", "H", "H", "H", "H", "H", "H", "H", "H", "H", "H", "H", "H", "H", "H", "H", "H", "H", "H", "H", "H", "H", "H", "H", "H", "H", "H", "H", "H", "H", "H", "H", "H", "H", "H"],
  "coordinates": [[-1.18, 6.67, -0.29], [-0.67, 0.22, 2.02], [4.53, 2.25, -0.23], [2.09, -4.23, -3.24], [-2.86, 1.43, 1.07], [2.21, 5.49, -0.43], [1.93, -1.47, -2.94], [2.20, -1.61, 3.86], [-3.73, -1.68, -2.62], [-3.80, 0.95, -1.43], [-0.15, -0.46, 4.74], [2.01, -2.99, 3.48], [2.29, -4.83, -1.95], [-1.06, -1.46, 5.16], [-1.29, 5.37, 0.31], [-3.21, 2.31, 3.25], [0.03, 0.00, 0.80], [1.52, -3.05, 2.05], [-0.52, 5.27, 1.56], [-3.35, 2.11, -3.53], [0.24, 1.34, 0.00], [-3.82, 1.63, 2.06], [3.77, 1.24, 0.43], [-4.50, 0.30, 2.41], [-2.22, -3.31, -3.59], [3.38, -3.69, 3.69], [-4.18, 2.02, -2.27], [1.20, 0.43, -4.15], [1.97, 4.94, -2.65], [2.50, 4.42, -1.32], [3.32, -4.07, -1.22], [-0.55, -2.10, 6.41], [3.84, 0.01, -0.40], [-0.65, -1.02, -0.12], [0.94, -4.75, -1.25], [1.42, -1.04, -4.18], [-3.31, -2.36, -3.83], [0.18, -5.35, -1.70], [0.47, -1.59, -4.44], [-0.26, 6.94, -0.37], [1.17, -5.08, -0.28], [-1.73, -3.73, -4.49], [0.55, 0.72, -3.31], [2.27, 4.29, -3.47], [-4.12, -2.83, -4.35], [2.27, 5.95, -2.92], [0.53, 5.32, 1.33], [-0.74, 6.16, 2.15], [2.79, 1.68, 0.44], [-3.72, 2.78, -4.30], [-2.89, 3.34, 3.02], [-0.82, -1.94, 0.46], [1.36, -1.29, 4.24], [0.78, 0.82, -5.08], [2.24, -2.54, 1.42], [-0.95, 4.61, -0.43], [-2.33, 2.44, -3.34], [3.48, 0.19, -1.40], [2.06, -2.44, -2.99], [3.32, -4.77, 3.47], [-2.67, -4.07, -3.01], [-4.92, -0.13, 1.52], [-0.30, -0.23, 3.78], [4.12, 1.05, 1.46], [5.37, 1.94, -0.56], [-2.40, 1.64, 3.57], [3.38, -0.84, 0.09], [0.87, 5.00, -2.63], [3.52, -4.58, -0.26], [-3.26, 1.12, 0.21], [4.91, -0.23, -0.42], [-1.38, -2.60, 6.95], [-0.71, 1.78, -0.25], [2.12, 1.02, -4.02], [-3.75, -2.39, -1.94], [-1.43, -2.84, -3.00], [-0.04, -1.20, -1.02], [3.01, -3.06, -1.01], [-2.90, -1.55, -4.42], [-4.53, 2.33, 1.55], [4.18, -3.27, 3.09], [0.85, 1.22, -0.91], [-4.03, 2.94, -1.75], [-1.52, 0.69, 1.85], [1.89, 3.54, -1.06], [0.18, -2.86, 6.13], [-0.73, 4.39, 2.17], [-5.29, 0.42, 3.18], [-0.07, -1.37, 7.06], [1.26, -3.35, 4.20], [2.82, -4.55, -3.83], [-5.24, 1.87, -2.43], [0.49, -2.63, 2.02], [-1.63, -0.69, -0.34], [0.71, 2.07, 0.65], [-3.79, -0.44, 2.83], [3.66, -3.62, 4.73], [-2.02, -0.95, 5.42], [2.28, 5.24, 0.51], [-3.86, 0.13, -1.96], [-3.31, 1.09, -3.96], [-3.92, 2.39, 4.09], [1.48, -4.08, 1.65], [-1.33, -2.19, 4.40], [2.13, -1.32, -4.98], [1.01, -0.34, 1.10], [-2.34, 5.24, 0.43], [4.25, -4.09, -1.78], [3.51, 4.08, -1.21], [0.62, -3.73, -1.23], [2.51, -5.94, -1.97]],
  "smiles": "CC(C)O.CC(C)O.CC(C)O.CC(C)O.CCO.CCO.CCO.CCO.CCO.CCO.CCO",
  "gap_ev": 9.9,
  "molar_mass_g_mol": 562.9,
  "lumo_energy_ev": 0.37
}

Preferred: model 2; penalty for the next structure: 28.8 kcal/mol.

Model 1:
{
  "formula": "C2H7N2P2",
  "method": "ωB97M-V with the def2-TZVPD basis set",
  "species": ["P", "P", "N", "N", "C", "C", "H", "H", "H", "H", "H", "H", "H"],
  "coordinates": [[0.36, 0.76, 0.71], [-1.76, 0.52, -0.93], [-3.70, -0.75, 0.74], [2.54, 0.16, -0.84], [-2.97, -0.21, -0.02], [1.56, -0.39, 0.32], [-3.55, -1.36, 1.55], [3.57, -0.01, -0.53], [1.54, -1.41, 0.29], [2.54, 1.22, -0.81], [-2.03, 1.72, -0.34], [2.30, -0.29, -1.81], [-0.39, 0.05, 1.68]],
  "gap_ev": 7.4,
  "charge": 1,
  "molar_mass_g_mol": 121.0,
  "lumo_energy_ev": -4.52
}

Model 2:
{
  "formula": "C2H7N2P2",
  "method": "ωB97M-V with the def2-TZVPD basis set",
  "species": ["P", "P", "N", "N", "C", "C", "H", "H", "H", "H", "H", "H", "H"],
  "coordinates": [[1.25, -1.59, 0.19], [-0.99, 0.77, 0.73], [-2.86, -0.86, -0.54], [1.26, 0.95, -0.93], [0.90, 0.26, 0.46], [-1.74, -0.46, -0.26], [0.99, 0.18, -1.50], [1.46, 0.66, 1.20], [0.74, 1.86, -0.86], [1.02, -1.91, 1.51], [-3.12, -1.37, -1.36], [-1.16, 0.39, 2.11], [2.26, 1.11, -0.76]],
  "gap_ev": [5.9, 8.2],
  "charge": 1,
  "molar_mass_g_mol": 121.0,
  "lumo_energy_ev": [-5.63, -4.61]
}

Preferred: model 1; penalty for the next structure: 21.5 kcal/mol.